{
  "formula": "C48H39BrN3O3P2ReS3",
  "method": "wB97M-V/def2-TZVPD",
  "max_force_ha_per_bohr": 0.0156,
  "spin_multiplicity": 2,
  "lumo_energy_ev": [-3.1, -2.8],
  "homo_energy_ha": [-0.3723, -0.3613],
  "gap_ev": [7.05, 7.04],
  "charge": 1,
  "species": ["Re", "S", "P", "C", "P", "S", "C", "C", "C", "C", "C", "C", "C", "C", "C", "C", "C", "C", "C", "C", "C", "C", "C", "C", "C", "C", "C", "C", "C", "C", "H", "H", "H", "H", "H", "H", "H", "H", "H", "H", "H", "H", "H", "H", "H", "H", "H", "H", "H", "H", "N", "C", "C", "C", "C", "C", "N", "H", "H", "H", "H", "H", "H", "O", "S", "C", "C", "C", "C", "C", "C", "C", "C", "C", "C", "C", "C", "H", "H", "H", "H", "H", "H", "H", "H", "H", "H", "Br", "C", "C", "N", "C", "C", "C", "C", "O", "O", "H", "H", "H"],
  "positions_angstrom": [[0.4730, -0.6851, -0.2239], [2.2648, 0.3119, -1.5585], [2.2589, 1.5537, 0.0455], [1.1467, 0.6185, 1.0649], [0.9507, 0.6492, 2.8615], [-0.5040, -0.5035, 3.4960], [2.5879, 0.1040, 3.4446], [3.4841, 0.9689, 4.0623], [4.7195, 0.5002, 4.4896], [5.0676, -0.8267, 4.2986], [4.1774, -1.6935, 3.6767], [2.9434, -1.2301, 3.2569], [0.7647, 2.3012, 3.5949], [1.0328, 3.4938, 2.9415], [0.9127, 4.7079, 3.6049], [0.5346, 4.7343, 4.9362], [0.2685, 3.5439, 5.6015], [0.3766, 2.3354, 4.9365], [1.6372, 3.1515, -0.5144], [2.5086, 4.0897, -1.0625], [2.0047, 5.2567, -1.6144], [0.6361, 5.4833, -1.6315], [-0.2346, 4.5390, -1.1038], [0.2609, 3.3706, -0.5501], [3.8933, 1.7985, 0.7613], [4.7881, 0.7304, 0.7493], [6.0256, 0.8597, 1.3560], [6.3768, 2.0537, 1.9704], [5.4858, 3.1165, 1.9928], [4.2416, 2.9910, 1.3953], [3.2239, 2.0080, 4.2177], [5.4084, 1.1780, 4.9761], [6.0282, -1.1894, 4.6403], [4.4413, -2.7336, 3.5331], [2.2370, -1.9108, 2.8024], [1.3230, 3.4999, 1.9064], [1.1122, 5.6300, 3.0740], [0.4416, 5.6785, 5.4560], [-0.0318, 3.5579, 6.6404], [0.1499, 1.4106, 5.4513], [3.5768, 3.9127, -1.0649], [2.6824, 5.9871, -2.0350], [0.2466, 6.3960, -2.0624], [-1.3020, 4.7131, -1.1231], [-0.4170, 2.6301, -0.1451], [4.5133, -0.1944, 0.2565], [6.7195, 0.0299, 1.3444], [7.3492, 2.1554, 2.4342], [5.7589, 4.0466, 2.4732], [3.5544, 3.8258, 1.4164], [0.2176, -3.2615, 1.7858], [1.2017, -3.4779, 0.9078], [1.8281, -4.7492, 0.8912], [2.8101, -5.0195, -0.0114], [3.1876, -4.0234, -0.9242], [2.5630, -2.8144, -0.8526], [1.5833, -2.5015, 0.0436], [0.0126, -3.9790, 2.4588], [-0.1792, -2.3452, 1.9787], [1.4953, -5.4906, 1.6049], [3.2873, -5.9907, -0.0236], [3.9615, -4.1863, -1.6587], [2.8403, -2.0141, -1.5189], [-0.2151, -1.7388, -1.9992], [-1.6493, -2.2149, -2.2499], [-1.6257, -2.6754, -3.9663], [-0.4292, -2.7609, -4.6574], [-0.4632, -3.1320, -5.9932], [-1.6740, -3.4115, -6.6109], [-2.8649, -3.3128, -5.9036], [-2.8472, -2.9342, -4.5706], [-1.7421, -3.8112, -1.4786], [-2.8720, -4.0912, -0.7270], [-2.9758, -5.3314, -0.1124], [-1.9506, -6.2558, -0.2479], [-0.8158, -5.9500, -0.9912], [-0.7038, -4.7203, -1.6158], [0.5008, -2.5199, -4.1616], [0.4590, -3.1970, -6.5544], [-1.6914, -3.6992, -7.6534], [-3.8073, -3.5196, -6.3919], [-3.7710, -2.8396, -4.0123], [-3.6518, -3.3483, -0.6106], [-3.8512, -5.5699, 0.4759], [-2.0340, -7.2226, 0.2306], [-0.0188, -6.6752, -1.0882], [0.1753, -4.4632, -2.1946], [-6.4539, 2.2243, -1.5545], [-5.4568, 1.0758, -0.4422], [-6.0843, 0.4035, 0.6021], [-5.4421, -0.4210, 1.4202], [-4.1444, -0.6130, 1.2222], [-3.4414, 0.0136, 0.1982], [-4.1060, 0.8870, -0.6546], [-2.0067, -0.2512, 0.0220], [-1.2653, 0.5041, -0.6866], [-1.4525, -1.2673, 0.5397], [-7.1445, 0.5415, 0.7786], [-3.6282, -1.2783, 1.9039], [-3.5791, 1.3919, -1.4530]],
  "forces_ev_per_a": [[0.1, 0.6, 0.5], [0.0, 0.1, -0.1], [-0.1, -0.1, -0.1], [0.0, -0.2, -0.2], [0.0, -0.1, 0.1], [0.0, -0.1, -0.1], [0.0, 0.0, 0.0], [0.0, 0.0, 0.0], [0.0, 0.0, 0.0], [0.0, 0.0, 0.0], [0.0, 0.0, 0.0], [0.0, 0.0, 0.0], [0.0, 0.0, 0.0], [0.0, 0.0, 0.0], [0.0, 0.0, 0.0], [0.0, 0.0, 0.0], [0.0, 0.0, 0.0], [0.0, 0.0, 0.0], [-0.1, -0.1, 0.1], [0.1, 0.0, 0.0], [0.0, 0.0, 0.0], [0.0, 0.0, 0.0], [0.0, 0.0, 0.0], [0.0, 0.0, 0.1], [0.0, 0.1, 0.0], [0.0, 0.0, 0.0], [0.0, 0.0, 0.0], [0.0, 0.0, 0.0], [0.0, 0.0, 0.0], [0.0, 0.0, 0.0], [0.0, 0.0, 0.0], [0.0, 0.0, 0.0], [0.0, 0.0, 0.0], [0.0, 0.0, 0.0], [0.0, 0.0, 0.0], [0.0, 0.0, -0.2], [0.0, 0.0, 0.0], [0.0, 0.0, 0.0], [0.0, 0.0, 0.0], [0.0, 0.0, 0.0], [0.0, 0.0, 0.0], [0.0, 0.0, 0.0], [0.0, 0.0, 0.0], [0.0, 0.0, 0.0], [0.0, 0.0, 0.0], [0.0, 0.0, 0.0], [0.0, 0.0, 0.0], [0.0, 0.0, 0.0], [0.0, 0.0, 0.0], [0.0, 0.0, 0.0], [-0.1, 0.0, 0.0], [0.0, 0.0, 0.0], [0.0, 0.0, 0.0], [0.0, 0.0, 0.0], [0.0, 0.0, 0.0], [0.1, 0.0, 0.0], [0.0, -0.1, 0.0], [0.0, 0.0, 0.0], [0.1, 0.0, 0.0], [0.0, 0.0, 0.0], [0.0, 0.0, 0.0], [0.0, 0.0, 0.0], [0.0, 0.0, 0.0], [0.1, 0.1, 0.0], [0.0, -0.1, -0.1], [0.0, 0.0, 0.0], [0.0, 0.0, 0.0], [0.0, 0.0, 0.0], [0.0, 0.0, 0.0], [0.0, 0.0, 0.0], [0.0, 0.0, 0.0], [-0.1, 0.0, 0.0], [0.0, 0.0, 0.0], [0.0, 0.0, 0.0], [0.0, 0.0, 0.0], [0.0, 0.0, 0.0], [0.0, 0.0, 0.0], [0.0, 0.0, 0.0], [0.0, 0.0, 0.0], [0.0, 0.0, 0.0], [0.0, 0.0, 0.0], [0.0, 0.0, 0.0], [0.0, 0.0, 0.0], [0.0, 0.0, 0.0], [0.0, 0.0, 0.0], [0.0, 0.0, 0.0], [0.0, 0.0, 0.0], [0.0, 0.0, 0.0], [0.0, 0.0, 0.0], [0.0, 0.0, 0.0], [0.0, -0.1, 0.1], [0.1, 0.0, -0.1], [0.0, 0.0, 0.0], [-0.1, 0.0, 0.1], [-0.1, 0.0, -0.1], [0.1, -0.2, 0.0], [-0.1, 0.0, 0.1], [0.0, 0.0, 0.0], [0.0, 0.0, 0.0], [0.0, 0.0, 0.0]]
}